(1)
Computed, not measured: a cluster of 2 separate species, H2 in total at a distorted geometry, with ωB97M-V with the def2-TZVPD basis set.

## Properties
* charge: 0
* 2S+1: 1
* energy relative to the best compared isomer or geometry (same formula, charge and spin): 2.328 eV

Each line ends with the Mulliken charge.
Cartesian coordinates (Å):
H  0.46431  0.40988  -0.23017  0.0000
H  -0.46431  -0.40988  0.23017  0.0000

Forces on the atoms, in the same order (eV/Å):
-3.4 -3.0 1.7
3.4 3.0 -1.7

---

(2)
Computed, not measured: a structure of composition H20KrO10 at a distorted geometry, with ωB97M-V with the def2-TZVPD basis set.

## Properties
* charge: 0
* 2S+1: 1
* energy relative to the best compared isomer or geometry (same formula, charge and spin): 0.752 eV

Each line ends with the Mulliken charge.
Cartesian coordinates (Å):
Kr  -0.53059  -0.19969  0.10084  0.0290
O  -2.67719  1.14228  3.53194  -0.5997
H  -2.82822  1.79770  2.85087  0.2883
H  -1.72822  1.01717  3.53839  0.3127
O  3.03760  2.02218  1.74386  -0.6906
H  2.87321  1.74045  0.84396  0.4219
H  3.98897  1.97735  1.83936  0.3309
O  -0.34942  1.21922  -2.76881  -0.7338
H  -0.74798  1.82187  -2.14095  0.3902
H  -0.85474  1.34121  -3.57255  0.3205
O  -1.54507  2.95268  -1.01380  -0.6781
H  -0.64538  3.25576  -0.89166  0.3573
H  -1.85346  2.75388  -0.12972  0.3007
O  2.33666  -0.47117  3.22851  -0.6154
H  2.48592  -1.22405  2.65655  0.2733
H  2.44590  0.28932  2.65760  0.3558
O  -2.10495  -2.79862  1.95809  -0.5898
H  -1.24378  -2.96266  2.34242  0.3052
H  -1.92835  -2.64607  1.02978  0.3088
O  2.60313  -1.62270  -0.92157  -0.6267
H  2.51186  -2.29953  -1.59224  0.3007
H  2.39947  -2.06984  -0.10009  0.2742
O  -2.36853  -2.72048  -0.77430  -0.6798
H  -2.12807  -2.22094  -1.55461  0.3517
H  -1.79925  -3.48966  -0.79689  0.3349
O  2.69317  1.23753  -0.90622  -0.7026
H  1.94663  1.53776  -1.42464  0.2915
H  2.60796  0.28423  -0.89248  0.3651
O  -2.22897  -0.93891  -3.01292  -0.6732
H  -1.43519  -0.40400  -3.01611  0.3814
H  -2.93312  -0.32225  -2.81260  0.2957

Forces on the atoms, in the same order (eV/Å):
0.1 0.1 0.2
-0.2 0.0 0.1
-0.1 0.1 -0.1
0.3 -0.1 0.1
-0.2 0.0 0.9
-0.1 -0.1 -1.0
0.3 0.1 0.1
0.6 -0.6 -0.5
-0.6 0.2 0.5
0.1 0.3 -0.4
0.0 0.1 -0.3
0.3 0.4 0.2
-0.2 -0.2 0.2
-0.2 -0.5 0.3
0.1 -0.2 0.0
0.2 0.8 -0.3
0.1 -0.2 0.6
0.1 0.0 0.3
-0.3 0.3 -0.5
0.0 0.1 0.1
0.0 -0.1 -0.3
-0.1 -0.1 0.3
0.0 -0.4 0.4
-0.1 0.6 -0.7
0.0 -0.4 -0.1
0.1 0.5 0.2
-0.2 0.1 -0.3
0.0 -0.7 -0.2
-0.2 -0.6 -0.2
0.5 0.3 0.3
-0.3 0.1 0.1

---

(3)
Computed, not measured: a cluster of 9 separate species, H20N3O12S2 in total at a distorted geometry, with ωB97M-V with the def2-TZVPD basis set.

## Properties
* charge: -1
* 2S+1: 1

Each line ends with the Mulliken charge.
Cartesian coordinates (Å):
N  -4.29407  0.82035  -0.36262  -0.3749
H  -4.54740  1.51122  0.34077  0.3819
H  -4.43367  -0.08956  0.06878  0.3569
H  -3.25796  0.95770  -0.59118  0.1725
H  -4.83277  0.87059  -1.21968  0.3669
N  0.17826  -0.13883  -0.37799  0.0983
H  -0.49939  0.60656  -0.62995  0.1332
H  0.78213  -0.46778  -1.13016  0.3910
H  -0.36726  -0.94965  -0.07769  0.2752
H  0.87442  0.18960  0.42529  0.3443
N  2.09643  -1.82592  2.63957  -0.1963
H  3.04896  -2.06464  2.89212  0.3970
H  1.99695  -0.81527  2.42483  0.2389
H  1.42236  -2.06432  3.36005  0.3986
H  1.83872  -2.36023  1.78821  0.2182
S  -1.79895  2.94933  -1.20076  1.1617
O  -0.85846  3.32507  -2.25958  -0.7449
O  -1.29973  3.25037  0.13458  -0.6489
O  -3.08184  3.65213  -1.38947  -0.7773
O  -2.03920  1.47843  -1.32436  -0.9302
S  2.29987  1.76000  2.28382  1.2073
O  1.16730  2.43535  2.90191  -0.7233
O  3.13143  1.11446  3.32120  -0.8365
O  1.80849  0.64984  1.41207  -0.9730
O  3.05743  2.75229  1.51180  -0.7338
O  1.50273  -3.13519  0.30910  -0.6205
H  2.10822  -3.36729  -0.40295  0.2522
H  1.05609  -3.96018  0.53206  0.2981
O  0.36639  0.63558  -4.18702  -0.6515
H  -0.28282  1.33289  -4.33069  0.3324
H  0.87728  0.94828  -3.43336  0.3170
O  -1.59230  -1.85599  1.03876  -0.6063
H  -1.55764  -2.25256  1.91489  0.2531
H  -2.27664  -2.34992  0.57468  0.2810
O  2.14004  -1.13088  -2.11098  -0.6101
H  2.39312  -1.90019  -2.62888  0.2476
H  2.87349  -0.51163  -2.21719  0.3045

Forces on the atoms, in the same order (eV/Å):
-1.1 -1.0 1.2
0.0 0.5 -0.5
0.0 0.0 -0.1
1.9 1.2 -1.2
0.0 0.5 0.0
0.2 -0.5 0.5
0.1 0.2 -0.3
-0.4 0.5 -0.2
0.3 0.5 0.1
-0.5 0.6 -0.1
-0.6 -1.1 -0.1
0.0 0.4 0.3
0.3 1.8 -0.6
0.3 0.1 0.4
0.3 0.4 0.1
0.6 4.0 0.3
0.3 -0.6 -0.4
0.2 -0.8 0.2
-1.2 -0.7 -0.3
-0.7 -3.5 0.4
0.6 4.3 1.8
-0.8 -0.7 0.3
0.5 -1.3 0.2
-0.5 -3.1 -1.2
0.3 -1.2 -0.5
-0.2 -0.6 -0.1
0.1 0.3 0.0
-0.1 0.0 -0.1
0.2 -0.3 -0.2
0.0 0.2 0.3
-0.2 0.2 0.0
-0.3 -0.5 0.1
0.0 0.2 0.1
0.0 0.0 0.0
0.6 -0.3 -0.1
-0.1 0.1 -0.2
-0.1 0.1 0.1

---

(4)
Computed, not measured: a cluster of 9 separate species, H20NO8 in total at a distorted geometry, with ωB97M-V with the def2-TZVPD basis set.

## Properties
* charge: +1
* 2S+1: 1
* energy relative to the best compared isomer or geometry (same formula, charge and spin): 4.519 eV

Each line ends with the Mulliken charge.
Cartesian coordinates (Å):
N  -49.79206  -18.57495  -33.36659  -0.1425
H  -50.11161  -17.88320  -32.89748  0.4022
H  -50.59008  -18.87817  -33.92457  0.2438
H  -49.48402  -19.24907  -32.67104  0.2313
H  -49.17843  -18.42268  -33.91081  0.2811
O  -52.06446  -21.04299  -33.87905  -0.6506
H  -52.39439  -20.90105  -34.75320  0.2876
H  -51.54377  -21.91570  -33.99769  0.3256
O  -49.69656  -19.68822  -36.13742  -0.6184
H  -50.08145  -19.06271  -36.65046  0.3093
H  -50.12236  -20.59721  -36.27167  0.3057
O  -48.48953  -17.65994  -30.73227  -0.6159
H  -47.53304  -17.32055  -30.91443  0.3137
H  -48.40940  -18.08707  -29.87719  0.3123
O  -51.98251  -19.92439  -31.32786  -0.5430
H  -51.90454  -20.25743  -32.09142  0.2804
H  -52.71719  -19.37896  -31.18075  0.2904
O  -47.43290  -20.95563  -32.07653  -0.6358
H  -46.50135  -20.83866  -32.37606  0.3195
H  -47.66396  -21.71038  -32.74041  0.3230
O  -46.93400  -17.81006  -34.09026  -0.5348
H  -46.46593  -18.23770  -34.77231  0.2737
H  -46.45729  -17.17348  -33.73916  0.2350
O  -52.44498  -17.50785  -32.97151  -0.5845
H  -52.81290  -16.83897  -32.23015  0.3123
H  -53.16747  -17.53156  -33.61147  0.2829
O  -49.50441  -16.54397  -34.36018  -0.7247
H  -49.25218  -16.04682  -33.53483  0.3329
H  -48.56660  -16.86799  -34.68547  0.3875

Forces on the atoms, in the same order (eV/Å):
-8.4 -10.1 6.0
-2.3 6.3 3.8
-0.1 -0.7 0.3
-0.1 -0.7 0.0
10.6 2.9 -8.7
2.0 -2.4 0.1
-0.6 0.3 -0.9
-1.3 2.0 0.6
1.3 -4.9 2.9
-2.1 2.6 -2.8
0.8 2.3 -0.1
2.6 1.1 -1.0
-2.6 -1.0 0.6
-0.1 -0.2 0.2
1.5 2.8 9.8
0.0 -3.7 -9.2
-1.4 0.8 -0.4
0.4 -2.0 -2.7
-0.7 0.3 0.7
0.2 1.8 2.0
-4.9 -4.1 -1.4
1.1 -0.7 -1.2
3.9 4.7 2.5
-1.4 2.4 2.5
1.3 -2.3 -2.6
0.0 0.1 0.0
3.2 1.3 -0.5
-0.5 -0.4 -1.3
-2.4 1.2 0.8

---

Number 1: LUMO level 0.3 eV, E_tot -1.07533 hartree. Number 2: LUMO level -0.3 eV, E_tot -3517.99939 hartree. Number 3: LUMO level 0.6 eV, E_tot -1875.51230 hartree. Number 4: LUMO level -3.0 eV, E_tot -668.31358 hartree.